No. 1
{"formula": "C2H4N4", "method": "ωB97M-V/def2-TZVPD", "species": ["H", "N", "C", "N", "N", "C", "N", "H", "H", "H"], "coordinates": [[-0.84879, 2.13507, -0.28258], [-0.03832, 1.57043, -0.02106], [-0.33712, 0.34121, 0.07151], [-1.54863, -0.26420, -0.21513], [0.59488, -0.64164, 0.57343], [1.81163, -0.83036, -0.09540], [2.06748, 0.01140, 0.77134], [-2.35213, 0.30998, -0.01148], [-1.65390, -1.22702, 0.07357], [2.30491, -1.40487, -0.86419]], "atomic_forces_ev_per_a": [[0.2, -0.2, -0.1], [-0.2, -0.4, 0.2], [0.2, 0.1, -0.2], [-0.1, 0.0, 0.1], [-0.1, 0.1, 0.2], [0.5, 0.7, 0.1], [-0.3, -0.4, -0.1], [0.0, -0.1, -0.2], [0.1, 0.2, 0.1], [-0.3, -0.1, -0.2]], "lumo_ev": 0.895, "smiles": "[H]/N=C(\\N)N1C=N1", "multiplicity": 1, "homo_lumo_gap_ev": 10.5}

No. 2
{"formula": "C5H13NOS", "method": "ωB97M-V/def2-TZVPD", "species": ["C", "C", "C", "C", "C", "N", "O", "S", "H", "H", "H", "H", "H", "H", "H", "H", "H", "H", "H", "H", "H"], "coordinates": [[-1.07389, 0.33883, 1.25371], [-1.93302, 1.46450, 0.71314], [-1.70946, -0.45823, 2.32205], [1.49732, -0.20737, -3.08403], [2.13410, -0.57467, 0.07490], [0.84056, -1.18764, -2.28525], [-0.61957, -0.49707, 0.05815], [0.73821, -1.47653, -0.80282], [-1.90002, 2.21111, 1.45093], [-2.93909, 1.24618, 0.49714], [-1.52158, 1.92127, -0.15635], [-1.09835, -1.00820, 2.95483], [-2.19647, 0.22165, 2.95326], [-2.47723, -1.18020, 2.00183], [2.17984, -0.80864, -3.69429], [0.68400, 0.03415, -3.79079], [1.98123, 0.51039, -2.51304], [2.55879, -1.40165, 0.52926], [2.92952, -0.20349, -0.67195], [1.98517, 0.35442, 0.66996], [-0.06008, 0.70120, 1.51936]], "atomic_forces_ev_per_a": [[2.9, -0.9, -2.9], [1.3, -0.5, 0.1], [-1.4, -0.7, -0.9], [-1.7, -2.3, -1.5], [0.6, 2.1, -2.5], [-0.6, -1.8, 1.5], [-0.9, -0.6, -0.4], [-0.4, 2.8, 0.8], [-0.3, 1.2, 1.2], [-1.3, -0.8, -0.1], [0.6, 0.1, -0.8], [1.8, -1.0, 0.9], [-0.9, 1.1, 1.1], [0.2, 0.5, -0.5], [0.4, 0.4, 0.1], [0.7, 1.2, 0.2], [0.8, 1.9, 0.6], [1.1, -1.2, 1.7], [-1.3, -0.9, 0.6], [-0.6, -1.2, 0.0], [-0.8, 0.5, 0.7]], "lumo_ev": 0.664, "multiplicity": 1, "homo_lumo_gap_ev": 9.6}

No. 3
{"formula": "C26H43Cl3FeN3O3Si", "method": "ωB97M-V/def2-TZVPD", "species": ["C", "C", "H", "H", "H", "C", "C", "H", "H", "H", "H", "Fe", "Cl", "Cl", "C", "O", "N", "C", "C", "H", "H", "H", "H", "H", "H", "H", "H", "H", "C", "C", "N", "H", "C", "O", "H", "H", "H", "H", "O", "C", "C", "C", "H", "C", "H", "C", "H", "C", "C", "H", "H", "H", "Si", "Cl", "C", "C", "C", "H", "H", "H", "H", "H", "H", "H", "H", "H", "C", "C", "C", "C", "N", "C", "C", "H", "H", "H", "H", "H", "H", "H"], "coordinates": [[3.38905, 3.24247, -6.03483], [4.83168, 3.57404, -5.81196], [2.79975, 4.16461, -6.11762], [2.99108, 2.62337, -5.22049], [3.27110, 2.69393, -6.98535], [5.42100, 4.65152, -6.36150], [4.71343, 5.69193, -7.15933], [6.50566, 4.78367, -6.30918], [3.86739, 6.13221, -6.60994], [4.33576, 5.30386, -8.11708], [5.43049, 6.48978, -7.38780], [2.41614, 1.95318, -1.91726], [1.40799, 0.99418, -3.54622], [1.55374, 2.35405, 0.04622], [3.02675, -0.67880, 1.81095], [2.64330, -0.02855, 2.78612], [4.33595, -0.96851, 1.59304], [5.35458, -0.25595, 2.34357], [4.78008, -1.96311, 0.63029], [2.34400, -1.05981, 1.03055], [4.87857, 0.21010, 3.20752], [5.80765, 0.52957, 1.72022], [6.14279, -0.94914, 2.65606], [3.91922, -2.31962, 0.05089], [5.24687, -2.82392, 1.13846], [5.52256, -1.52669, -0.05664], [-1.11411, 2.74656, -1.86025], [0.47157, 4.85031, -1.09664], [-1.80640, 3.51955, -1.49796], [-0.30222, 5.16526, -0.38581], [-1.32299, 4.14132, -0.27816], [-2.77244, 3.05252, -1.28392], [-1.64592, 3.60282, 0.92914], [-1.10162, 3.84395, 2.00484], [0.13444, 5.32585, 0.60119], [-2.49414, 2.88522, 0.83831], [-1.93218, 4.27476, -2.27845], [-0.75363, 6.09865, -0.74890], [4.93923, 2.34689, -3.74896], [5.61666, 2.55616, -4.98071], [7.51476, 4.11988, -4.30357], [7.09001, 2.89354, -4.81644], [6.78304, 4.89851, -4.09038], [8.88462, 4.33975, -4.10015], [5.53702, 1.60853, -5.54302], [8.01260, 1.91660, -5.20115], [9.21578, 5.27577, -3.64807], [9.80795, 3.35540, -4.45708], [9.37616, 2.15289, -5.02818], [7.63485, 0.98609, -5.63262], [10.87548, 3.51190, -4.27182], [10.09476, 1.38071, -5.31568], [5.17359, 2.86286, -2.12010], [3.31041, 4.13285, -2.32287], [5.93484, 4.50458, -1.47339], [6.98547, 2.04857, -1.87671], [4.41131, 1.44964, -1.08858], [7.02978, 4.47326, -1.43379], [5.57479, 4.64578, -0.44127], [5.65266, 5.38625, -2.06738], [4.09849, 1.72985, -0.06921], [5.20804, 0.70253, -0.94332], [3.66535, 0.75289, -1.58698], [7.78570, 2.78228, -2.02385], [7.12334, 1.24196, -2.60948], [7.09768, 1.63709, -0.86388], [-2.82316, -1.31475, 4.20881], [-1.87059, -0.73434, 3.20151], [-1.94794, -1.15902, 1.87075], [-0.99622, -0.66660, 0.95792], [-0.03229, 0.16972, 1.31407], [-0.00928, 0.64456, 2.55316], [-0.89638, 0.20304, 3.54209], [-3.86993, -1.16375, 3.90576], [-2.66782, -2.40084, 4.30025], [-2.67788, -0.86085, 5.19770], [-2.70488, -1.85947, 1.53441], [-1.01245, -0.98905, -0.08326], [0.75417, 1.37987, 2.78315], [-0.77459, 0.59584, 4.55253]], "atomic_forces_ev_per_a": [[-0.3, 0.1, 0.0], [0.9, 0.6, 0.0], [0.0, -0.3, 0.1], [0.1, 0.2, -0.3], [0.0, 0.1, 0.3], [-0.1, -0.8, 0.1], [-0.1, 0.4, -0.3], [-0.5, -0.1, 0.2], [0.2, -0.1, -0.2], [0.0, 0.1, 0.2], [-0.3, 0.0, 0.0], [-0.8, 2.0, 0.6], [0.0, 0.0, 0.2], [0.0, -0.1, -0.9], [0.0, 0.6, 1.3], [0.5, -0.7, -1.3], [0.1, 0.0, -0.3], [0.0, -0.1, 0.0], [-0.1, 0.2, -0.1], [0.0, -0.1, 0.2], [0.2, -0.1, -0.1], [0.0, -0.2, 0.1], [-0.1, 0.1, 0.1], [0.2, 0.1, 0.1], [-0.2, 0.3, -0.1], [-0.2, -0.2, 0.1], [-0.1, 0.1, 0.0], [0.0, 0.1, 0.2], [-0.1, 0.0, 0.2], [0.0, 0.0, -0.1], [0.0, -0.1, 0.3], [0.1, 0.0, -0.2], [0.4, -0.1, 0.7], [-0.6, 0.0, -1.2], [0.0, 0.0, -0.2], [0.3, 0.2, 0.1], [-0.1, -0.1, 0.1], [0.1, -0.1, 0.1], [-0.4, 0.3, 1.3], [-0.1, 0.4, -0.5], [0.6, -0.2, 0.0], [-0.3, -0.4, -0.3], [0.3, -0.3, 0.1], [-0.4, -0.1, -0.1], [0.1, 0.1, 0.3], [0.2, 0.5, 0.2], [0.0, -0.2, -0.2], [0.1, -0.2, 0.1], [0.0, -0.1, 0.1], [0.3, 0.2, 0.2], [-0.4, 0.0, -0.1], [-0.2, 0.3, 0.1], [5.1, -0.5, -1.6], [-2.2, -0.3, -0.2], [-0.4, 0.4, 0.2], [-0.5, -0.3, -0.2], [-0.4, -0.7, 0.7], [-0.4, -0.1, 0.0], [0.0, 0.2, -0.2], [-0.1, -0.2, 0.3], [-0.1, -0.2, -0.4], [-0.2, 0.4, -0.4], [0.6, -0.5, 0.5], [-0.1, -0.4, 0.0], [0.1, -0.1, 0.3], [0.1, 0.0, 0.0], [-0.1, 0.0, 0.3], [-0.1, -0.1, -0.1], [0.8, 0.6, -0.5], [-0.8, -0.6, 0.9], [0.0, 0.3, -0.5], [-0.5, -0.3, 0.4], [0.3, 0.1, -0.4], [0.3, 0.0, 0.1], [0.0, 0.3, 0.0], [-0.1, -0.1, -0.2], [0.0, 0.0, 0.1], [0.0, 0.0, 0.1], [-0.2, -0.1, 0.0], [-0.2, -0.2, -0.2]], "lumo_ev": [0.320, -2.792], "multiplicity": 6, "s_squared": 8.77, "homo_lumo_gap_ev": [8.9, 5.7]}

Calculated values (kcal per mole) of energy relative to the best compared isomer or geometry (same formula, charge and spin) for the records, taken in order: 76.9; 104.8; 6.4.